No. 1
ORCA calculation (ωB97M-V with the def2-TZVPD basis set) on the molecule C6H11N.

Results
LUMO   0.91 eV
Multiplicity   1
Net charge   0
HOMO level   -8.1 eV
Energy above the lowest of the compared OMol25 structures with the same formula, charge and spin   43.8 kcal per mole
Kohn-Sham gap   9.06 eV

Geometry (Å):
1 C 1.075 -2.120 0.201
2 C -0.091 -1.228 -0.274
3 C 0.339 0.162 -0.724
4 C -0.215 1.128 0.352
5 C -0.542 2.518 -0.156
6 C -1.369 0.429 1.051
7 N -1.190 -0.829 0.707
8 H 0.756 -3.064 0.661
9 H 1.659 -2.400 -0.689
10 H 1.763 -1.609 0.884
11 H -0.617 -1.801 -1.048
12 H -1.458 -1.628 1.231
13 H 1.422 0.253 -0.842
14 H -0.133 0.392 -1.682
15 H 0.512 1.216 1.183
16 H 0.341 3.014 -0.572
17 H -1.304 2.441 -0.938
18 H -0.948 3.128 0.656

=====

No. 2
ORCA calculation (ωB97M-V with the def2-TZVPD basis set) on an isolated ion of composition C16H28NO2 and charge +1.

Results
LUMO   -2.11 eV
SMILES string   CCc1cccc(OCCCC[NH2+]CCCOC)c1
Multiplicity   1
Net charge   +1
HOMO level   -11.6 eV
Energy above the lowest of the compared OMol25 structures with the same formula, charge and spin   8.8 kcal per mole
Kohn-Sham gap   9.47 eV

Geometry (Å):
1 C 4.151 1.162 -1.856
2 H 4.187 2.026 -1.197
3 H 3.192 1.160 -2.369
4 H 4.939 1.258 -2.597
5 C 4.335 -0.129 -1.053
6 C 3.253 -0.262 -0.023
7 C 3.399 0.305 1.235
8 C 2.383 0.212 2.171
9 C 1.204 -0.437 1.856
10 C 1.050 -0.999 0.593
11 C 2.065 -0.914 -0.342
12 H 1.961 -1.355 -1.321
13 O -0.181 -1.606 0.363
14 C -0.390 -2.320 -0.850
15 C -1.779 -2.959 -0.818
16 H -1.782 -3.746 -1.571
17 H -1.921 -3.434 0.154
18 C -2.951 -2.016 -1.117
19 C -3.381 -1.132 0.051
20 N -2.363 -0.105 0.334
21 C -2.626 0.778 1.488
22 C -1.611 1.917 1.487
23 H -0.598 1.509 1.484
24 C -1.781 2.841 0.282
25 H -2.792 3.274 0.265
26 H -1.060 3.664 0.344
27 O -1.560 2.103 -0.914
28 C -1.597 2.901 -2.081
29 H -2.575 3.377 -2.200
30 H -0.824 3.672 -2.047
31 H -1.407 2.234 -2.920
32 H -1.735 2.509 2.393
33 H -3.641 1.177 1.405
34 H -2.557 0.197 2.410
35 H -1.444 -0.615 0.474
36 H -2.218 0.531 -0.479
37 H -3.519 -1.740 0.949
38 H -4.328 -0.642 -0.183
39 H -2.712 -1.392 -1.981
40 H -3.811 -2.629 -1.390
41 H 0.368 -3.104 -0.937
42 H -0.298 -1.643 -1.710
43 H 0.414 -0.541 2.584
44 H 2.509 0.642 3.152
45 H 4.317 0.810 1.488
46 H 5.308 -0.109 -0.563
47 H 4.312 -0.983 -1.733

=====

No. 3
ORCA calculation (ωB97M-V with the def2-TZVPD basis set) on C12H23As2O7P2Re as an isolated structure.

Results
LUMO (spin up / spin down)   -11.24 / -11.26 eV
Multiplicity   2
Net charge   +3
HOMO level (spin up / spin down)   -18.2 / -18.2 eV
Energy above the lowest of the compared OMol25 structures with the same formula, charge and spin   0.0 kcal per mole
Kohn-Sham gap (spin up / spin down)   7.00 / 6.98 eV

Geometry (Å):
1 Re 0.105 -0.282 0.253
2 C 0.041 3.196 1.829
3 As -0.798 1.472 1.955
4 C -0.367 0.769 3.699
5 C -2.681 1.757 1.824
6 C -3.317 2.785 2.510
7 C -4.689 2.945 2.362
8 C -5.417 2.093 1.541
9 C -4.784 1.062 0.856
10 C -3.412 0.903 1.004
11 As -2.468 -0.515 0.157
12 C -3.151 -0.760 -1.622
13 C -2.838 -2.138 1.140
14 H -0.331 3.791 2.663
15 H -0.241 3.677 0.894
16 H 1.117 3.090 1.914
17 H -0.801 1.436 4.444
18 H 0.715 0.744 3.813
19 H -0.789 -0.226 3.829
20 H -2.767 3.462 3.152
21 H -5.192 3.745 2.889
22 H -6.484 2.231 1.431
23 H -5.365 0.406 0.220
24 H -4.191 -1.078 -1.550
25 H -2.568 -1.524 -2.128
26 H -3.093 0.183 -2.162
27 H -3.921 -2.251 1.203
28 H -2.435 -2.075 2.150
29 H -2.415 -2.992 0.615
30 C 2.840 -1.508 -2.704
31 C 2.528 -2.061 -1.337
32 O 3.441 -2.910 -0.801
33 P 0.914 -2.922 -1.151
34 O 0.897 -3.664 0.216
35 O 0.786 -3.852 -2.367
36 O -0.171 -1.836 -1.049
37 P 2.485 0.692 -0.342
38 O 0.931 0.784 -1.309
39 O 2.244 -0.974 -0.329
40 O 1.637 0.805 0.997
41 H 3.035 -2.335 -3.386
42 H 3.739 -0.887 -2.656
43 H 2.016 -0.917 -3.101
44 H 4.344 -2.746 -1.115
45 H 1.586 -4.330 0.397
46 H 0.043 -4.453 -2.540
47 H 0.589 1.645 -1.599

=====

No. 4
ORCA calculation (ωB97M-V with the def2-TZVPD basis set) on a 4-piece molecular cluster, C33H37BF9O6 overall.

Results
LUMO   -0.37 eV
Multiplicity   1
Net charge   -1
HOMO level   -5.5 eV
Kohn-Sham gap   5.09 eV

Geometry (Å):
1 C 2.222 -1.880 -0.965
2 C 3.565 -0.939 -0.948
3 C 3.729 0.011 0.378
4 C 2.471 1.030 0.660
5 C 2.589 2.491 -0.074
6 C 1.342 2.872 -1.069
7 C -0.148 2.521 -0.468
8 C -1.245 3.736 -0.599
9 C -2.774 3.063 -0.590
10 B -3.005 2.047 0.714
11 C -2.890 0.442 0.239
12 C -3.729 -0.439 1.327
13 C -3.323 -2.004 1.474
14 F -4.507 -2.779 2.001
15 F -2.267 -2.163 2.543
16 C -2.815 -2.779 0.136
17 F -1.476 -2.309 -0.384
18 F -2.541 -4.203 0.572
19 C -3.890 -2.900 -1.089
20 F -4.328 -4.342 -1.195
21 F -5.133 -2.116 -0.942
22 C -3.265 -2.540 -2.584
23 F -2.810 -1.139 -2.726
24 F -2.270 -3.563 -3.020
25 F -4.430 -2.692 -3.536
26 H 1.885 -2.258 0.102
27 H 2.355 -2.747 -1.744
28 H 1.329 -1.206 -1.377
29 H 4.501 -1.663 -0.967
30 H 3.619 -0.226 -1.888
31 H 3.813 -0.685 1.343
32 H 4.712 0.649 0.340
33 H 1.486 0.435 0.408
34 H 2.418 1.249 1.831
35 H 2.700 3.308 0.763
36 H 3.586 2.540 -0.716
37 H 1.458 4.002 -1.423
38 H 1.482 2.212 -2.053
39 H -0.007 2.315 0.686
40 H -0.566 1.605 -1.069
41 H -1.228 4.491 0.325
42 H -1.048 4.394 -1.556
43 H -3.518 3.970 -0.542
44 H -2.847 2.445 -1.601
45 H -2.242 2.291 1.597
46 H -4.115 2.198 1.121
47 H -3.477 0.388 -0.782
48 H -1.749 0.196 0.156
49 H -4.875 -0.372 1.018
50 H -3.681 0.045 2.417
51 C -4.921 -7.483 0.278
52 C -3.591 -7.351 0.273
53 C -2.704 -8.511 0.487
54 O -1.487 -8.390 0.485
55 C -3.344 -9.824 0.704
56 C -4.674 -9.957 0.709
57 C -5.561 -8.796 0.495
58 O -6.778 -8.917 0.498
59 H -5.586 -6.642 0.123
60 H -3.107 -6.395 0.114
61 H -2.680 -10.665 0.859
62 H -5.158 -10.913 0.868
63 C 8.039 -1.752 2.393
64 C 9.345 -1.489 2.508
65 C 10.024 -0.563 1.581
66 O 11.219 -0.323 1.684
67 C 9.205 0.063 0.524
68 C 7.900 -0.199 0.409
69 C 7.220 -1.126 1.336
70 O 6.025 -1.365 1.233
71 H 7.526 -2.430 3.064
72 H 9.959 -1.940 3.278
73 H 9.719 0.741 -0.147
74 H 7.285 0.252 -0.361
75 C -2.505 7.701 -1.088
76 C -2.984 8.836 -0.570
77 C -2.092 9.967 -0.247
78 O -2.529 11.005 0.229
79 C -0.651 9.795 -0.519
80 C -0.172 8.659 -1.037
81 C -1.064 7.529 -1.360
82 O -0.627 6.490 -1.836
83 H -3.146 6.862 -1.330
84 H -4.038 8.978 -0.365
85 H -0.010 10.634 -0.277
86 H 0.882 8.518 -1.242

=====

Record order is preserved below.
Max |F|: 0.0368; 0.0128; 0.0098; 0.1091 Eh/bohr